{
  "formula": "C33H43AsFN3OScSi",
  "method": "ωB97M-V/def2-TZVPD",
  "total_charge": 1,
  "energy_ha": -4908.69930,
  "lumo_ev": -2.27,
  "homo_ev": -10.175,
  "de_lowest_kcal_mol": 0.00,
  "species": ["Sc", "N", "C", "C", "N", "H", "H", "H", "H", "H", "H", "H", "H", "C", "Si", "C", "C", "N", "C", "C", "C", "C", "C", "C", "F", "H", "H", "H", "H", "H", "H", "H", "H", "H", "H", "H", "H", "H", "C", "C", "C", "C", "C", "C", "As", "C", "C", "C", "C", "C", "C", "C", "C", "C", "C", "C", "C", "H", "H", "H", "H", "H", "H", "H", "H", "H", "H", "H", "H", "H", "C", "C", "C", "C", "O", "H", "H", "H", "H", "H", "H", "H", "H", "H"],
  "coordinates": [[0.726715, -0.682650, 0.165510], [0.136859, -0.489033, 2.490587], [-0.583133, -1.693127, 2.950180], [-1.643526, -2.047973, 1.924903], [-1.004398, -2.221295, 0.600959], [1.012638, -0.382603, 2.994793], [-0.418733, 0.339760, 2.693098], [-1.040900, -1.555558, 3.931620], [0.140615, -2.506651, 3.037078], [-2.367914, -1.234972, 1.844973], [-2.190598, -2.940178, 2.233708], [-1.686315, -2.081818, -0.141815], [-0.669020, -3.174815, 0.493319], [2.030700, -3.641885, 0.389538], [3.454219, -2.463623, 0.768566], [4.778893, -2.715293, -0.525003], [4.107512, -2.907927, 2.465906], [2.738610, -0.878894, 0.735283], [3.480637, 0.276507, 0.916681], [4.848983, 0.377032, 1.215316], [5.471449, 1.608005, 1.364728], [4.773422, 2.799698, 1.226108], [3.416267, 2.751265, 0.931708], [2.851986, 1.513000, 0.798979], [1.476515, 1.437381, 0.488433], [2.447128, -4.633071, 0.195620], [1.473649, -3.366281, -0.513312], [1.345788, -3.749454, 1.235405], [5.046353, -3.773427, -0.581824], [5.692841, -2.161426, -0.307850], [4.432181, -2.403832, -1.512342], [4.508354, -3.924430, 2.471339], [3.315327, -2.862213, 3.217833], [4.906284, -2.240668, 2.793229], [5.433277, -0.525328, 1.332979], [6.528971, 1.632845, 1.592164], [5.270587, 3.751714, 1.341822], [2.815533, 3.641983, 0.804181], [-1.456173, 4.783359, -3.036692], [-2.617380, 4.503157, -2.325338], [-2.652408, 3.429669, -1.450881], [-1.521325, 2.634987, -1.289870], [-0.360557, 2.912683, -2.000659], [-0.330064, 3.991316, -2.875749], [-1.536940, 1.138137, -0.071218], [-2.290148, 1.870406, 1.550333], [-1.671351, 2.719438, 2.455942], [-2.352941, 3.100241, 3.605236], [-3.637235, 2.623518, 3.841318], [-4.255594, 1.773585, 2.935674], [-3.585652, 1.392147, 1.778148], [-4.118725, 0.511393, 0.714369], [-5.375387, -0.083952, 0.699238], [-5.747437, -0.881497, -0.373221], [-4.877636, -1.093643, -1.436729], [-3.617333, -0.509693, -1.429004], [-3.246099, 0.288920, -0.357714], [-1.432856, 5.622413, -3.719367], [-3.495367, 5.122162, -2.453806], [-3.558944, 3.212310, -0.897253], [0.517575, 2.289814, -1.881195], [0.572488, 4.208528, -3.431700], [-0.673647, 3.099963, 2.264959], [-1.887054, 3.772164, 4.313606], [-4.163530, 2.923706, 4.737548], [-5.259339, 1.419580, 3.133050], [-6.069463, 0.074632, 1.514622], [-6.728274, -1.337849, -0.384454], [-5.184729, -1.708470, -2.272242], [-2.940176, -0.663879, -2.261028], [2.031673, -1.695781, -3.414692], [0.602350, -1.330885, -3.030996], [-0.324706, -2.526407, -3.231863], [0.117431, -0.133607, -3.839450], [0.585469, -0.985674, -1.658647], [2.103807, -1.928832, -4.477959], [2.364081, -2.568545, -2.849182], [2.702218, -0.863768, -3.193850], [-0.340471, -2.841302, -4.275873], [-1.345610, -2.272509, -2.937127], [0.012909, -3.372280, -2.628608], [0.064679, -0.376303, -4.901535], [0.797990, 0.709477, -3.713781], [-0.875876, 0.176415, -3.506778]],
  "forces_ev_per_angstrom": [[0.0, 0.0, 0.1], [0.0, 0.0, 0.0], [0.0, 0.0, 0.0], [0.0, 0.0, 0.0], [0.0, 0.0, 0.0], [0.0, 0.0, 0.0], [0.0, 0.0, 0.0], [0.0, 0.0, 0.0], [0.0, 0.0, 0.0], [0.0, 0.0, 0.0], [0.0, 0.0, 0.0], [0.0, 0.0, 0.0], [0.0, 0.0, 0.0], [0.0, 0.0, 0.0], [0.0, 0.0, 0.0], [0.0, 0.0, 0.0], [0.0, 0.0, 0.0], [0.0, 0.0, 0.0], [-0.1, 0.0, 0.0], [0.0, 0.0, 0.0], [0.0, 0.0, 0.0], [0.0, 0.0, 0.0], [0.0, 0.0, 0.0], [0.0, 0.0, 0.0], [0.0, 0.0, 0.0], [0.0, 0.0, 0.0], [0.0, 0.0, 0.0], [0.0, 0.0, 0.0], [0.0, 0.0, 0.0], [0.0, 0.0, 0.0], [0.0, 0.0, 0.0], [0.0, 0.0, 0.0], [0.0, 0.0, 0.0], [0.0, 0.0, 0.0], [0.0, 0.0, 0.0], [0.0, 0.0, 0.0], [0.0, 0.0, 0.0], [0.0, 0.0, 0.0], [0.0, 0.0, 0.0], [0.0, 0.0, 0.0], [0.0, 0.0, 0.0], [0.0, 0.0, 0.0], [0.0, 0.0, 0.0], [0.0, 0.0, 0.0], [0.0, 0.1, -0.1], [0.0, 0.0, 0.0], [0.0, 0.0, 0.0], [0.0, 0.0, 0.0], [0.0, 0.0, 0.0], [0.0, 0.0, 0.0], [0.0, 0.0, 0.0], [0.0, 0.0, 0.0], [0.0, 0.0, 0.0], [0.0, 0.0, 0.0], [0.0, 0.0, 0.0], [0.0, 0.0, 0.0], [0.0, 0.0, 0.0], [0.0, 0.0, 0.0], [0.0, 0.0, 0.0], [0.0, 0.0, 0.0], [0.0, 0.0, 0.0], [0.0, 0.0, 0.0], [0.0, 0.0, 0.0], [0.0, 0.0, 0.0], [0.0, 0.0, 0.0], [0.0, 0.0, 0.0], [0.0, 0.0, 0.0], [0.0, 0.0, 0.0], [0.0, 0.0, 0.0], [0.0, 0.0, 0.0], [0.0, 0.0, 0.0], [0.0, 0.0, 0.0], [0.0, 0.0, 0.0], [0.0, 0.0, 0.0], [0.0, 0.0, 0.0], [0.0, 0.0, 0.0], [0.0, 0.0, 0.0], [0.0, 0.0, 0.0], [0.0, 0.0, 0.0], [0.0, 0.0, 0.0], [0.0, 0.0, 0.0], [0.0, 0.0, 0.0], [0.0, 0.0, 0.0], [0.0, 0.0, 0.0]]
}